No. 1
The following is a DFT calculation (wB97M-V/def2-TZVPD) of a cluster of 2 separate species, C5H12N2O2 in total at a distorted geometry.

Structure (ORCA input):
```
! wB97M-V def2-TZVPD RIJCOSX def2/J DEFGRID3
* xyz 0 1
C -1.35 -0.46 -1.35
C -1.04 -1.70 0.76
C -1.75 0.67 0.85
C 1.70 1.64 -0.48
C -1.40 -0.61 0.14
N 1.35 0.43 0.06
N 2.32 -0.33 0.21
O 3.53 -0.17 0.00
O 2.00 -1.51 0.92
H -2.11 0.16 -1.73
H -0.33 0.15 -1.60
H -1.49 -1.41 -1.94
H -0.67 -2.69 0.36
H -1.21 -1.72 1.85
H 0.95 -1.55 1.03
H -1.84 0.51 1.88
H -1.06 1.58 0.59
H -2.74 0.99 0.38
H 1.91 1.50 -1.63
H 0.77 2.27 -0.32
H 2.49 2.27 0.01
*
```

Properties
highest occupied orbital energy = -9.8 eV
electronic energy = -457.5059 hartree
SMILES string = C/N=[N+](\[O-])O.C=C(C)C
energy relative to the best compared isomer or geometry (same formula, charge and spin) = 638.1 kJ/mol
F_max = 4.40 eV Å⁻¹

Mulliken population analysis, charges in e, atoms 1 to 5:
1 C -1.11
2 C -1.63
3 C -1.17
4 C -0.75
5 C 1.45

No. 2
The following is a DFT calculation (wB97M-V/def2-TZVPD) of a structure of composition C5H12N2O2 at a distorted geometry.

Structure (ORCA input):
```
! wB97M-V def2-TZVPD RIJCOSX def2/J DEFGRID3
* xyz 0 1
C -1.86 0.96 -1.36
C -1.28 0.41 -0.06
O 0.04 1.58 0.33
O -2.04 0.22 0.91
H 0.19 2.13 -0.44
H -2.36 1.91 -1.14
H -2.61 0.25 -1.73
H -1.11 1.11 -2.14
C 1.39 -0.22 1.69
C 1.08 -0.09 0.24
N 2.12 0.13 -0.59
N -0.53 -1.96 0.44
C -0.17 -0.74 -0.29
H 2.98 0.51 -0.21
H 2.08 -0.23 -1.54
H -1.11 -1.66 1.23
H -1.15 -2.52 -0.14
H -0.05 -0.97 -1.35
H 2.19 0.46 2.00
H 0.48 -0.01 2.25
H 1.70 -1.25 1.89
*
```

Properties
highest occupied orbital energy = -8.2 eV
electronic energy = -457.6477 hartree
energy relative to the best compared isomer or geometry (same formula, charge and spin) = 265.9 kJ/mol
F_max = 1.54 eV Å⁻¹

Mulliken population analysis, charges in e, atoms 1 to 5:
1 C -1.55
2 C 1.22
3 O -0.72
4 O -0.77
5 H 0.29

No. 3
The following is a DFT calculation (wB97M-V/def2-TZVPD) of an isolated molecule of C5H12N2O2 at a distorted geometry.

Structure (ORCA input):
```
! wB97M-V def2-TZVPD RIJCOSX def2/J DEFGRID3
* xyz 0 1
C 2.44 -0.21 -0.61
C -2.10 -0.67 1.08
C -1.95 0.82 -0.80
N -1.25 0.21 0.32
C 0.02 -0.40 -0.07
C 1.07 0.40 -0.13
N 1.07 1.78 0.13
O -0.02 -1.76 -0.27
O 3.15 -0.93 0.39
H 0.87 -2.07 -0.50
H 2.59 -1.38 1.02
H 0.20 2.10 0.53
H 1.88 2.07 0.65
H 2.31 -0.86 -1.49
H 3.10 0.60 -0.90
H -2.93 -0.09 1.50
H -1.53 -1.10 1.91
H -2.52 -1.49 0.48
H -2.37 0.07 -1.49
H -2.77 1.43 -0.41
H -1.26 1.47 -1.34
*
```

Properties
highest occupied orbital energy = -7.6 eV
electronic energy = -457.6565 hartree
SMILES string = CN(C)/C(O)=C(\N)CO
energy relative to the best compared isomer or geometry (same formula, charge and spin) = 242.6 kJ/mol
F_max = 2.97 eV Å⁻¹

Mulliken population analysis, charges in e, atoms 1 to 5:
1 C -1.07
2 C -0.95
3 C -1.01
4 N -0.03
5 C 0.40

No. 4
The following is a DFT calculation (wB97M-V/def2-TZVPD) of a cluster of 2 separate species, C5H12N2O2 in total at a distorted geometry.

Structure (ORCA input):
```
! wB97M-V def2-TZVPD RIJCOSX def2/J DEFGRID3
* xyz 0 1
C -2.19 1.36 -0.43
C -1.85 0.06 -1.10
O -1.34 -0.87 -0.49
N -2.19 -0.08 -2.42
H -2.36 1.12 0.61
H -3.06 1.85 -0.85
H -1.73 -0.69 -3.07
H -2.50 0.76 -2.88
H -1.34 2.03 -0.56
C 1.10 -0.80 1.63
C 2.47 -1.09 2.23
C 1.18 0.23 0.53
O 0.77 1.38 0.62
N 1.87 -0.18 -0.57
H 0.56 -1.64 1.27
H 0.41 -0.45 2.39
H 2.95 -0.13 2.42
H 2.03 0.47 -1.32
H 2.18 -1.13 -0.65
H 3.10 -1.75 1.63
H 2.36 -1.68 3.15
*
```

Properties
highest occupied orbital energy = -9.5 eV
electronic energy = -457.7464 hartree
SMILES string = CCC(N)=O.CC(N)=O
energy relative to the best compared isomer or geometry (same formula, charge and spin) = 6.5 kJ/mol
F_max = 1.55 eV Å⁻¹

Mulliken population analysis, charges in e, atoms 1 to 5:
1 C -1.00
2 C 0.66
3 O -0.59
4 N -0.45
5 H 0.27

No. 5
The following is a DFT calculation (wB97M-V/def2-TZVPD) of a cluster of 2 separate species, C5H12N2O2 in total at a distorted geometry.

Structure (ORCA input):
```
! wB97M-V def2-TZVPD RIJCOSX def2/J DEFGRID3
* xyz 0 1
C -1.66 1.05 0.03
N -1.66 -1.33 0.70
N -0.80 -0.05 -0.05
O -2.89 -1.23 0.16
O -1.04 -2.48 0.26
H -2.86 0.07 -0.06
H -1.46 -2.75 -0.58
H -0.64 -0.30 -1.03
H -1.47 1.84 -0.69
H 0.24 1.98 1.08
H -1.81 1.40 1.04
C 0.85 -0.04 0.64
C 1.69 -0.65 -0.39
C 1.16 1.37 1.02
C 2.00 -0.09 -1.57
H 0.72 -0.70 1.50
H 1.94 -1.70 -0.23
H 1.80 1.92 0.33
H 1.75 0.93 -1.80
H 1.64 1.40 1.99
H 2.51 -0.65 -2.34
*
```

Properties
highest occupied orbital energy = -8.1 eV
electronic energy = -457.4394 hartree
energy relative to the best compared isomer or geometry (same formula, charge and spin) = 812.7 kJ/mol
F_max = 2.56 eV Å⁻¹

Mulliken population analysis, charges in e, atoms 1 to 5:
1 C -1.26
2 N 0.07
3 N -0.09
4 O -0.57
5 O -0.32

No. 6
The following is a DFT calculation (wB97M-V/def2-TZVPD) of a cluster of 2 separate species, C5H12N2O2 in total at a distorted geometry.

Structure (ORCA input):
```
! wB97M-V def2-TZVPD RIJCOSX def2/J DEFGRID3
* xyz 0 1
C 2.34 -0.38 -0.30
C 1.64 0.89 0.04
N 1.62 -1.42 -0.72
O 3.62 -0.50 -0.35
O 4.03 0.13 0.90
H 2.11 -2.28 -0.93
H 0.60 -1.39 -0.76
H 1.13 0.80 1.00
H 0.90 1.12 -0.73
H 2.38 1.68 0.12
C -2.12 1.55 0.07
N -1.33 -1.33 -0.67
C -1.62 -0.87 0.63
C -1.92 0.38 0.98
H -1.67 -2.27 -0.84
H -1.66 -0.71 -1.40
H -1.50 -1.63 1.39
H -2.06 0.58 2.04
H -2.13 1.28 -0.98
H -3.06 2.05 0.29
H -1.32 2.29 0.21
*
```

Properties
highest occupied orbital energy = -7.6 eV
electronic energy = -457.5510 hartree
energy relative to the best compared isomer or geometry (same formula, charge and spin) = 519.6 kJ/mol
F_max = 1.11 eV Å⁻¹

Mulliken population analysis, charges in e, atoms 1 to 5:
1 C 0.56
2 C -0.86
3 N -0.23
4 O -0.24
5 O -0.64

Copy entry 6 word for word.
The following is a DFT calculation (wB97M-V/def2-TZVPD) of a cluster of 2 separate species, C5H12N2O2 in total at a distorted geometry.

Structure (ORCA input):
```
! wB97M-V def2-TZVPD RIJCOSX def2/J DEFGRID3
* xyz 0 1
C 2.34 -0.38 -0.30
C 1.64 0.89 0.04
N 1.62 -1.42 -0.72
O 3.62 -0.50 -0.35
O 4.03 0.13 0.90
H 2.11 -2.28 -0.93
H 0.60 -1.39 -0.76
H 1.13 0.80 1.00
H 0.90 1.12 -0.73
H 2.38 1.68 0.12
C -2.12 1.55 0.07
N -1.33 -1.33 -0.67
C -1.62 -0.87 0.63
C -1.92 0.38 0.98
H -1.67 -2.27 -0.84
H -1.66 -0.71 -1.40
H -1.50 -1.63 1.39
H -2.06 0.58 2.04
H -2.13 1.28 -0.98
H -3.06 2.05 0.29
H -1.32 2.29 0.21
*
```

Properties
highest occupied orbital energy = -7.6 eV
electronic energy = -457.5510 hartree
energy relative to the best compared isomer or geometry (same formula, charge and spin) = 519.6 kJ/mol
F_max = 1.11 eV Å⁻¹

Mulliken population analysis, charges in e, atoms 1 to 5:
1 C 0.56
2 C -0.86
3 N -0.23
4 O -0.24
5 O -0.64

Repeat the fifth record exactly.
The following is a DFT calculation (wB97M-V/def2-TZVPD) of a cluster of 2 separate species, C5H12N2O2 in total at a distorted geometry.

Structure (ORCA input):
```
! wB97M-V def2-TZVPD RIJCOSX def2/J DEFGRID3
* xyz 0 1
C -1.66 1.05 0.03
N -1.66 -1.33 0.70
N -0.80 -0.05 -0.05
O -2.89 -1.23 0.16
O -1.04 -2.48 0.26
H -2.86 0.07 -0.06
H -1.46 -2.75 -0.58
H -0.64 -0.30 -1.03
H -1.47 1.84 -0.69
H 0.24 1.98 1.08
H -1.81 1.40 1.04
C 0.85 -0.04 0.64
C 1.69 -0.65 -0.39
C 1.16 1.37 1.02
C 2.00 -0.09 -1.57
H 0.72 -0.70 1.50
H 1.94 -1.70 -0.23
H 1.80 1.92 0.33
H 1.75 0.93 -1.80
H 1.64 1.40 1.99
H 2.51 -0.65 -2.34
*
```

Properties
highest occupied orbital energy = -8.1 eV
electronic energy = -457.4394 hartree
energy relative to the best compared isomer or geometry (same formula, charge and spin) = 812.7 kJ/mol
F_max = 2.56 eV Å⁻¹

Mulliken population analysis, charges in e, atoms 1 to 5:
1 C -1.26
2 N 0.07
3 N -0.09
4 O -0.57
5 O -0.32

What did the second record say?
The following is a DFT calculation (wB97M-V/def2-TZVPD) of a structure of composition C5H12N2O2 at a distorted geometry.

Structure (ORCA input):
```
! wB97M-V def2-TZVPD RIJCOSX def2/J DEFGRID3
* xyz 0 1
C -1.86 0.96 -1.36
C -1.28 0.41 -0.06
O 0.04 1.58 0.33
O -2.04 0.22 0.91
H 0.19 2.13 -0.44
H -2.36 1.91 -1.14
H -2.61 0.25 -1.73
H -1.11 1.11 -2.14
C 1.39 -0.22 1.69
C 1.08 -0.09 0.24
N 2.12 0.13 -0.59
N -0.53 -1.96 0.44
C -0.17 -0.74 -0.29
H 2.98 0.51 -0.21
H 2.08 -0.23 -1.54
H -1.11 -1.66 1.23
H -1.15 -2.52 -0.14
H -0.05 -0.97 -1.35
H 2.19 0.46 2.00
H 0.48 -0.01 2.25
H 1.70 -1.25 1.89
*
```

Properties
highest occupied orbital energy = -8.2 eV
electronic energy = -457.6477 hartree
energy relative to the best compared isomer or geometry (same formula, charge and spin) = 265.9 kJ/mol
F_max = 1.54 eV Å⁻¹

Mulliken population analysis, charges in e, atoms 1 to 5:
1 C -1.55
2 C 1.22
3 O -0.72
4 O -0.77
5 H 0.29